Record 1
C15H50N6O10 | ωB97M-V/def2-TZVPD

Geometry as ORCA input:
```
! RIJCOSX wB97M-V def2-TZVPD def2/J DEFGRID3
* xyz 0 1
C -2.87 -1.65 0.58
C -4.28 -2.22 0.87
O -4.75 -1.54 2.01
H -2.45 -2.17 -0.30
H -2.23 -1.93 1.40
H -2.76 -0.54 0.44
H -4.16 -3.28 1.12
H -4.93 -2.13 0.03
H -5.62 -1.90 2.21
C 2.02 0.13 -0.76
C 1.82 -1.10 0.10
O 0.42 -1.42 -0.06
H 3.01 0.46 -0.64
H 1.45 1.08 -0.51
H 1.89 -0.06 -1.78
H 2.22 -1.05 1.13
H 2.44 -1.90 -0.33
H 0.31 -1.92 -0.88
C 0.87 -1.59 -4.10
C -0.50 -2.21 -3.78
O -0.63 -2.40 -2.38
H 1.66 -2.10 -3.46
H 0.88 -0.52 -3.82
H 1.23 -1.61 -5.14
H -0.43 -3.12 -4.28
H -1.35 -1.73 -4.25
H -1.41 -2.98 -2.24
C -1.63 1.80 -1.05
C -1.26 0.82 -2.19
O -1.81 1.06 -3.46
H -1.39 2.85 -1.31
H -1.07 1.50 -0.09
H -2.70 1.86 -0.78
H -1.48 -0.14 -1.83
H -0.20 0.82 -2.40
H -1.11 1.34 -4.05
C 0.10 -5.52 -0.93
C 0.41 -4.73 0.30
O -0.78 -4.04 0.76
H 1.03 -5.96 -1.27
H -0.29 -4.99 -1.78
H -0.60 -6.33 -0.81
H 1.16 -3.99 -0.02
H 0.84 -5.38 1.08
H -0.53 -3.43 1.46
C 0.27 5.38 -0.77
O -0.72 5.47 -1.75
N 1.14 4.41 -0.61
N 0.58 6.38 -0.04
H 1.05 3.78 -1.40
H 2.05 4.53 -0.12
H -0.14 7.16 -0.09
H 1.21 6.35 0.70
C 0.90 2.50 2.18
O 2.35 2.38 1.85
N 0.26 2.05 3.26
N 0.13 3.24 1.45
H 0.86 1.51 3.89
H -0.73 2.25 3.46
H 0.48 3.73 0.60
H -0.88 3.38 1.66
C -0.19 -1.54 3.23
O 0.41 -2.67 2.87
N -0.34 -0.56 2.42
N -0.79 -1.30 4.40
H -0.15 -0.86 1.46
H -0.25 0.49 2.64
H -0.79 -2.08 5.08
H -1.70 -0.82 4.29
C 2.43 -0.12 4.34
O 1.26 0.30 5.01
H 2.37 0.29 3.37
H 2.43 -1.14 4.33
H 3.35 0.19 4.75
H 0.49 -0.24 4.71
C 2.35 3.25 -3.25
O 1.01 3.25 -3.01
H 2.72 2.27 -2.95
H 2.95 3.94 -2.66
H 2.57 3.43 -4.25
H 0.53 3.27 -3.86
*
```

Calculated values
E_LUMO: 0.33 eV
ΔE to the lowest compared entry with this formula, charge and spin: 181.5 kcal per mole
E: -45776.7582 eV
Frontier orbital gap: 9.5 eV

Record 2
C5H11NO2 | ωB97M-V/def2-TZVPD

Geometry as ORCA input:
```
! RIJCOSX wB97M-V def2-TZVPD def2/J DEFGRID3
* xyz 0 1
C -0.13 0.52 0.42
C -0.51 -0.84 -0.33
C -1.34 1.22 1.00
C -0.92 -0.57 -1.77
N 0.81 0.32 1.50
C 2.58 -0.34 -0.02
O 1.98 -0.45 1.17
O 2.43 0.48 -0.88
H 0.40 -0.21 2.26
H 0.36 1.16 -0.32
H 3.39 -1.08 0.00
H 0.28 -1.59 -0.31
H -1.34 -1.29 0.23
H -2.06 1.44 0.21
H -1.04 2.16 1.46
H -1.83 0.60 1.75
H -1.26 -1.49 -2.25
H -1.73 0.15 -1.82
H -0.07 -0.17 -2.33
*
```

Calculated values
E_LUMO: 0.96 eV
ΔE to the lowest compared entry with this formula, charge and spin: 56.7 kcal per mole
E: -10946.8080 eV
Frontier orbital gap: 10.2 eV

Record 3
C99H209N11O11 | ωB97M-V/def2-TZVPD

Geometry as ORCA input:
```
! RIJCOSX wB97M-V def2-TZVPD def2/J DEFGRID3
* xyz 0 1
C -1.71 -5.60 5.28
C -0.59 -4.52 5.71
C -1.37 -3.26 5.96
C -0.98 -2.30 7.04
C -0.68 -3.06 8.32
C 0.36 -4.15 8.12
N -0.10 -5.03 7.01
O 0.64 -6.12 6.84
C 1.79 -3.62 7.82
C 0.34 -5.00 9.37
C 0.51 -4.28 4.67
H -2.29 -5.88 6.16
H -1.25 -6.53 4.93
H -2.37 -5.26 4.49
H -1.30 -2.59 5.10
H -2.45 -3.43 6.00
H -1.81 -1.65 7.30
H -0.18 -1.64 6.69
H -1.57 -3.59 8.67
H -0.46 -2.28 9.05
H 1.67 -2.75 7.17
H 2.22 -3.19 8.73
H 2.41 -4.40 7.38
H 0.91 -4.48 10.15
H -0.65 -5.12 9.81
H 0.84 -5.97 9.34
H 1.36 -3.66 4.97
H 0.13 -3.89 3.72
H 0.91 -5.25 4.38
H 0.03 -6.85 6.95
C -3.24 6.00 -2.88
C -1.87 5.36 -3.02
C -2.02 3.86 -3.07
C -2.41 3.28 -4.42
C -1.55 3.91 -5.50
C -1.53 5.39 -5.59
N -1.14 5.86 -4.24
O -0.96 7.22 -4.20
C -0.30 5.76 -6.49
C -2.89 5.89 -6.25
C -1.16 5.64 -1.69
H -3.32 7.09 -2.87
H -3.77 5.74 -1.96
H -3.79 5.76 -3.79
H -1.21 3.27 -2.63
H -2.84 3.66 -2.39
H -3.47 3.37 -4.61
H -2.02 2.26 -4.43
H -1.72 3.43 -6.46
H -0.52 3.58 -5.36
H -0.19 6.84 -6.42
H 0.60 5.34 -6.04
H -0.31 5.56 -7.56
H -3.37 6.72 -5.73
H -2.76 6.16 -7.30
H -3.67 5.13 -6.17
H -0.13 5.30 -1.55
H -1.83 5.31 -0.89
H -1.10 6.72 -1.63
H -0.04 7.38 -4.41
C 0.94 4.37 2.77
C -0.16 4.08 3.87
C -1.43 3.46 3.34
C -2.37 2.92 4.49
C -1.64 1.98 5.28
C -0.30 2.51 5.82
N 0.45 3.17 4.77
O 1.76 3.56 5.17
C -0.59 3.51 6.97
C 0.38 1.20 6.30
C -0.42 5.46 4.53
H 1.85 4.80 3.18
H 0.54 5.06 2.02
H 1.30 3.47 2.27
H -2.06 4.19 2.83
H -1.25 2.63 2.65
H -3.10 2.28 4.01
H -2.90 3.73 5.00
H -1.36 1.26 4.51
H -2.22 1.36 5.95
H 0.33 3.97 7.32
H -1.38 4.23 6.78
H -1.02 2.90 7.77
H 0.48 0.55 5.43
H 1.41 1.42 6.60
H -0.16 0.66 7.08
H 0.08 5.49 5.50
H -1.49 5.68 4.55
H 0.10 6.25 3.99
H 2.29 2.95 4.66
C 5.18 0.17 -4.39
C 6.48 0.44 -3.59
C 6.21 0.41 -2.10
C 7.38 0.30 -1.12
C 8.33 -0.93 -1.61
C 8.64 -1.00 -3.13
N 7.39 -0.76 -3.84
O 7.49 -1.17 -5.26
C 9.85 -0.20 -3.53
C 8.99 -2.55 -3.30
C 7.00 1.84 -4.00
H 4.90 -0.86 -4.17
H 5.33 0.37 -5.44
H 4.31 0.75 -4.08
H 5.59 1.27 -1.86
H 5.61 -0.44 -1.78
H 6.93 -0.02 -0.18
H 7.94 1.24 -1.01
H 7.88 -1.84 -1.21
H 9.21 -0.75 -1.00
H 9.90 0.83 -3.15
H 10.79 -0.65 -3.20
H 9.91 -0.05 -4.60
H 9.61 -2.88 -2.47
H 8.16 -3.26 -3.32
H 9.54 -2.77 -4.21
H 7.82 2.22 -3.40
H 6.14 2.51 -4.07
H 7.42 1.91 -5.00
H 6.66 -1.60 -5.47
C -7.57 2.33 0.54
C -6.22 1.56 0.39
C -5.44 1.64 1.72
C -5.90 0.65 2.80
C -6.06 -0.82 2.25
C -6.87 -0.86 0.98
N -6.30 0.15 0.01
O -6.70 -0.06 -1.31
C -6.57 -2.29 0.43
C -8.34 -0.73 1.28
C -5.34 2.34 -0.58
H -8.32 2.12 -0.22
H -7.33 3.39 0.55
H -8.04 2.15 1.51
H -4.37 1.77 1.56
H -5.77 2.53 2.26
H -6.79 1.02 3.31
H -5.11 0.64 3.56
H -6.58 -1.46 2.97
H -5.11 -1.34 2.17
H -5.57 -2.35 -0.01
H -6.71 -3.03 1.21
H -7.30 -2.59 -0.32
H -8.83 -1.62 1.66
H -8.50 -0.07 2.13
H -8.87 -0.39 0.39
H -5.13 3.35 -0.20
H -5.83 2.45 -1.55
H -4.37 1.85 -0.63
H -6.06 -0.74 -1.52
C -3.10 -7.23 -2.80
C -3.17 -6.11 -1.72
C -4.44 -6.35 -0.93
C -4.39 -7.36 0.20
C -3.27 -7.02 1.20
C -1.92 -6.86 0.49
N -2.04 -6.01 -0.77
O -0.84 -5.77 -1.39
C -0.98 -6.23 1.64
C -1.38 -8.29 0.21
C -3.39 -4.71 -2.34
H -2.23 -7.87 -2.63
H -2.92 -6.70 -3.73
H -4.04 -7.79 -2.83
H -4.86 -5.53 -0.33
H -5.22 -6.72 -1.59
H -4.27 -8.34 -0.26
H -5.28 -7.44 0.83
H -3.22 -7.80 1.95
H -3.69 -6.05 1.49
H -1.27 -5.29 2.11
H -0.77 -6.89 2.47
H 0.06 -6.14 1.33
H -1.93 -8.83 -0.57
H -0.35 -8.40 -0.11
H -1.59 -8.93 1.07
H -2.58 -4.35 -2.97
H -3.48 -3.97 -1.56
H -4.22 -4.68 -3.05
H -0.65 -6.67 -1.67
C 1.92 0.37 -1.36
C 0.47 0.39 -0.81
C -0.47 0.45 -2.00
C -2.00 0.27 -1.72
C -2.16 -1.04 -0.93
C -1.22 -1.11 0.24
N 0.13 -0.79 -0.01
O 0.97 -0.98 1.08
C -1.92 -0.34 1.39
C -1.24 -2.66 0.49
C 0.27 1.69 -0.03
H 2.68 0.55 -0.60
H 2.06 1.05 -2.19
H 2.14 -0.62 -1.76
H -0.37 1.37 -2.58
H -0.25 -0.28 -2.78
H -2.42 0.20 -2.72
H -2.42 1.10 -1.14
H -1.99 -1.89 -1.60
H -3.23 -1.06 -0.73
H -1.23 -0.05 2.18
H -2.37 0.65 1.23
H -2.62 -1.05 1.82
H -0.58 -3.15 -0.23
H -0.80 -2.92 1.45
H -2.20 -3.17 0.46
H -0.76 1.67 0.34
H 0.42 2.61 -0.59
H 0.95 1.71 0.82
H 1.47 -1.75 0.82
C 5.17 -5.84 -0.51
C 4.11 -4.73 -0.60
C 4.76 -3.41 -1.09
C 5.11 -3.49 -2.61
C 3.95 -3.69 -3.44
C 3.14 -5.03 -3.01
N 2.99 -5.11 -1.52
O 2.04 -6.09 -1.06
C 1.74 -4.92 -3.66
C 3.80 -6.21 -3.55
C 3.54 -4.45 0.75
H 4.68 -6.68 -0.01
H 6.04 -5.56 0.07
H 5.43 -6.16 -1.52
H 3.98 -2.67 -0.89
H 5.62 -3.18 -0.46
H 5.98 -4.16 -2.65
H 5.65 -2.56 -2.82
H 4.23 -3.74 -4.49
H 3.26 -2.84 -3.42
H 1.78 -4.57 -4.69
H 1.14 -5.83 -3.60
H 1.24 -4.12 -3.12
H 3.40 -6.40 -4.55
H 4.88 -6.07 -3.50
H 3.64 -7.07 -2.90
H 2.86 -3.60 0.77
H 4.36 -4.24 1.44
H 3.11 -5.34 1.20
H 1.23 -5.62 -0.84
C 3.45 4.81 -3.18
C 4.47 5.69 -2.37
C 3.77 7.04 -1.90
C 2.81 6.87 -0.79
C 3.46 6.09 0.37
C 4.26 4.85 0.04
N 5.09 5.03 -1.18
O 5.94 4.00 -1.41
C 5.17 4.50 1.22
C 3.24 3.61 -0.13
C 5.66 6.24 -3.24
H 3.14 5.11 -4.18
H 2.58 4.75 -2.52
H 3.85 3.82 -3.37
H 4.47 7.79 -1.52
H 3.23 7.51 -2.72
H 1.98 6.26 -1.16
H 2.38 7.76 -0.34
H 2.82 5.79 1.20
H 4.18 6.80 0.77
H 4.65 4.07 2.07
H 6.00 3.83 1.02
H 5.66 5.35 1.69
H 3.18 2.91 0.71
H 2.20 3.94 -0.15
H 3.43 3.06 -1.05
H 6.16 5.31 -3.52
H 6.35 6.85 -2.66
H 5.32 6.85 -4.08
H 6.77 4.21 -0.97
C 4.84 -2.14 6.40
C 4.75 -1.46 4.99
C 3.25 -1.10 4.73
C 3.06 -0.17 3.51
C 3.87 1.14 3.50
C 5.38 0.79 3.76
N 5.53 -0.17 4.81
O 6.88 -0.39 5.06
C 6.05 0.43 2.34
C 6.03 2.10 4.23
C 5.14 -2.51 3.92
H 4.41 -3.14 6.36
H 4.36 -1.55 7.19
H 5.89 -2.28 6.67
H 2.71 -2.04 4.55
H 2.73 -0.84 5.65
H 2.01 0.08 3.43
H 3.19 -0.81 2.64
H 3.46 1.74 4.31
H 3.69 1.76 2.62
H 6.10 1.24 1.62
H 7.07 0.07 2.50
H 5.32 -0.23 1.86
H 6.10 2.99 3.61
H 5.63 2.37 5.21
H 7.09 1.90 4.44
H 4.52 -3.41 3.92
H 6.16 -2.82 4.16
H 5.10 -2.21 2.87
H 6.89 -0.62 5.99
C -6.24 3.66 -6.68
C -7.27 2.55 -6.38
C -6.44 1.56 -5.49
C -7.35 0.58 -4.69
C -8.39 1.36 -3.87
C -9.24 2.34 -4.70
N -8.41 3.17 -5.66
O -9.05 4.15 -6.34
C -10.35 1.52 -5.49
C -9.87 3.35 -3.75
C -7.73 1.80 -7.65
H -6.68 4.51 -7.20
H -5.24 3.48 -7.09
H -6.07 4.06 -5.69
H -5.77 0.94 -6.08
H -5.92 2.17 -4.76
H -6.85 -0.07 -3.98
H -7.85 -0.09 -5.39
H -7.86 1.91 -3.10
H -9.10 0.74 -3.33
H -11.08 1.14 -4.77
H -10.90 2.22 -6.12
H -9.91 0.66 -6.00
H -9.16 3.75 -3.02
H -10.44 4.15 -4.22
H -10.56 2.95 -3.01
H -6.95 1.49 -8.35
H -8.35 2.48 -8.24
H -8.27 0.93 -7.30
H -8.66 4.96 -6.02
*
```

Calculated values
E_LUMO: 0.36 eV
ΔE to the lowest compared entry with this formula, charge and spin: 137.8 kcal per mole
E: -144946.8212 eV
Frontier orbital gap: 8.3 eV

The highest E_LUMO belongs to which entry? C5H11NO2